(1)
20
Properties=species:S:1:pos:R:3 method="wB97M-V/def2-TZVPD" e_above_lowest_ev=2.963 total_charge=+1 homo_ha=-0.5140
C 1.561 0.710 2.833
C 2.396 0.603 1.706
C 0.238 0.499 2.697
C 1.788 0.182 0.498
C -0.345 0.118 1.503
C 0.427 -0.059 0.355
C -1.558 -0.771 -3.059
C -0.019 -0.231 -1.001
C -1.357 -0.565 -1.528
N -2.230 0.332 -2.390
H 1.962 1.186 3.807
H 3.492 0.630 1.729
H -0.300 0.667 3.609
H 2.504 0.042 -0.370
H -1.382 0.044 1.438
H -0.776 -0.484 -3.772
H -2.102 -1.634 -3.350
H 0.826 -0.120 -1.599
H -1.939 -1.144 -0.860
H -3.186 -0.003 -2.246

=====

(2)
23
Properties=species:S:1:pos:R:3 method="wB97M-V/def2-TZVPD" e_above_lowest_ev=0.697 total_charge=-1 multiplicity=4 homo_ha="-0.0733 / -0.0741" s2=3.758
C 0.068 -1.315 -1.617
C -1.268 -1.597 -1.214
C -1.220 -2.351 -0.002
C 0.153 -2.493 0.370
C 0.952 -1.824 -0.613
Nd -0.372 0.050 0.692
C -1.175 2.206 -1.252
C 0.210 2.120 -1.551
C 0.820 2.654 -2.671
N 1.048 1.326 -0.570
H -2.077 -2.765 0.535
H -2.165 -1.352 -1.770
H 0.530 -3.065 1.216
H 2.039 -1.826 -0.653
H 0.362 -0.857 -2.551
H -1.848 2.609 -1.999
H 2.010 1.226 -0.896
H -1.552 2.009 -0.227
H 0.218 3.326 -3.276
H 1.859 2.452 -2.903
S 1.831 0.035 2.411
C 0.381 -0.216 3.101
N -0.803 -0.350 3.287

=====

Result set for largest force on an atom: 0.07996 0.06818 Eh/bohr, one per record in the order listed.
Result set for molar mass: 132.186 322.500 g/mol, one per record in the order listed.
Result set for E: -403.331883 -1418.046162 Ha, one per record in the order listed.